# 1
C24H44CuN4SSeSi3 as an isolated structure. Source: the Open Molecules 2025 dataset; level of theory: ωB97M-V/def2-TZVPD.

Geometry as XYZ:
```
78
Properties=species:S:1:pos:R:3:forces:R:3
C 3.938925 -0.527974 -2.081933 -0.15 0.00 -0.26
Si 1.937160 -0.585320 1.023013 -0.05 -0.50 -0.98
H 0.167890 5.512524 2.049714 -0.02 0.03 -0.03
H -1.130346 3.770483 3.194436 0.03 -0.01 -0.03
H -1.347521 4.757517 -3.142085 0.06 0.02 0.05
H -2.154311 2.683020 2.232931 -0.03 0.00 0.00
H -0.446296 2.299341 2.452246 0.02 0.02 -0.02
H 0.512256 -5.403838 -1.362487 0.02 -0.02 0.05
H 0.292734 1.021653 -2.156511 -0.02 0.05 0.00
H -2.078779 6.183449 -1.555592 -0.03 -0.02 0.01
H 3.777417 -0.522382 2.733569 -0.01 0.03 0.05
C 0.568297 -0.971374 3.617087 -0.07 0.07 0.09
C 0.331992 4.731731 1.304607 0.13 0.07 0.00
H 0.565452 -2.085930 -3.613255 0.00 -0.06 -0.07
N -1.189692 4.353099 -1.108809 -0.03 -0.06 0.15
S -1.688664 1.863801 -0.347021 -0.30 -0.16 -0.05
C -1.816250 -1.062881 3.733451 -0.02 0.00 0.03
C 1.626021 -1.826933 -3.630889 0.05 0.11 0.07
H -0.529131 -1.216227 5.448689 -0.01 0.01 0.01
C -0.585474 -1.095694 4.374258 0.02 0.01 -0.05
H 2.202418 -2.753901 -3.629846 -0.03 0.02 0.01
H -0.405961 6.328838 -1.008244 -0.04 0.01 -0.04
H 4.353004 -1.124329 1.180673 -0.02 0.01 0.00
C -4.033211 -2.326085 -0.171227 0.20 -0.01 -0.11
H -5.575291 -2.722896 1.275581 0.07 -0.02 -0.05
C -1.163351 3.117204 2.320714 -0.01 -0.06 -0.05
C -4.329129 -0.267643 -1.335843 0.21 -0.07 -0.04
H 4.224304 0.259704 -1.379301 -0.03 -0.01 0.02
C 1.331984 0.983036 -2.487652 0.01 -0.13 -0.14
H -6.069122 0.827857 -0.706178 0.05 -0.02 -0.06
N -5.905914 -0.923468 0.347420 -0.06 0.02 -0.01
H 4.439269 -1.448638 -1.773218 -0.05 0.01 -0.01
C -5.472015 -0.069296 -0.576593 0.02 -0.01 0.10
C -1.224314 3.450437 -0.096941 0.21 0.13 0.12
H 1.084943 1.663133 0.407921 0.01 -0.01 0.02
H 2.841021 1.610500 0.216144 0.01 -0.01 0.03
H -0.635079 3.178297 -2.760346 0.00 -0.01 0.01
H 3.484754 -4.922037 -0.169343 0.07 -0.07 -0.02
H 1.883516 1.772121 -1.972054 -0.03 -0.02 0.03
C 3.372014 -3.868003 -0.433736 -0.26 -0.20 0.03
H -2.741038 -1.140323 4.287493 -0.02 -0.01 -0.01
H -0.295309 -3.972215 -1.995730 -0.04 -0.06 -0.03
C -1.400608 3.898322 -2.476422 0.05 -0.06 -0.04
H -3.486929 -3.242019 0.014039 -0.04 -0.03 0.08
H -4.009534 0.457391 -2.069029 -0.07 0.13 0.00
H 0.880384 -5.017461 1.337866 0.02 -0.04 0.00
C -5.195016 -2.034318 0.526557 0.03 0.04 -0.01
H 1.830538 -1.311686 -4.571495 0.01 0.05 -0.01
H 1.249081 -3.469872 2.101259 -0.01 -0.02 -0.02
C 1.420953 -1.476295 -0.538201 0.30 0.11 -0.09
H 4.327624 -0.247684 -3.063952 0.10 0.05 -0.03
N -0.867458 3.921734 1.145870 -0.09 -0.12 -0.11
C 3.518173 -1.158605 1.884642 -0.18 0.08 0.03
H -2.774072 -0.916836 1.808583 -0.01 0.00 0.00
Si 2.053327 -0.733433 -2.154721 0.06 -0.30 1.10
H -1.690602 5.944895 0.152846 0.02 0.01 -0.02
H 1.261185 -4.468890 -2.655012 -0.03 0.00 0.03
Se -1.969945 -1.753320 -2.117340 -0.20 0.24 0.75
H 1.167159 4.108095 1.640685 -0.05 -0.03 -0.01
C -3.570100 -1.412189 -1.116445 -0.52 -0.05 -0.18
H 3.796895 -3.727304 -1.430606 -0.01 0.00 -0.01
H 1.347888 1.206660 -3.557534 0.05 0.02 -0.05
Si 1.543734 -3.361912 -0.410754 0.37 0.99 0.29
C 0.677613 -4.391028 -1.737032 0.05 0.12 0.00
H 1.543276 -0.984891 4.088449 -0.01 0.01 0.00
H 0.618633 5.193668 0.365977 0.06 -0.05 0.08
H 3.427192 -2.186166 2.243467 0.03 0.00 0.00
C -1.840043 -0.942033 2.355974 0.04 0.04 0.24
N -0.721549 -0.852139 1.633893 -0.53 -0.18 0.42
C -1.339859 5.779562 -0.863542 -0.07 0.09 -0.06
Cu -0.640320 -1.087653 -0.335670 0.57 -0.04 -1.09
H 3.964374 -3.278731 0.267692 -0.04 -0.02 -0.03
C 0.481096 -0.844372 2.235501 0.17 0.05 0.09
C 2.012474 1.298164 0.856983 0.02 -0.11 -0.11
C 0.781768 -3.934941 1.229918 0.10 -0.04 -0.13
H -2.370913 3.411256 -2.585217 -0.04 0.05 0.01
H 2.139915 1.780778 1.829169 0.03 -0.06 0.07
H -0.285499 -3.697111 1.258482 -0.02 0.01 0.03
```
Forces are in eV/Å.

## Properties
HOMO level (spin up / spin down): -7.024 / -6.962 eV
Total charge: 0
2S+1: 2
Molecular weight: 647.5 g/mol
Orbital gap (spin up / spin down): 7.475 / 4.534 eV
E_tot: -6468.57481 Ha
F_max: 1.23 eV/Å


# 2
C24H44F12NO9Sr as an isolated structure. Source: the Open Molecules 2025 dataset; level of theory: ωB97M-V/def2-TZVPD.

Geometry as XYZ:
```
91
Properties=species:S:1:pos:R:3:forces:R:3
H 2.398841 -1.973458 -5.691693 0.49 -0.03 0.29
H 1.971311 -0.282148 1.518967 0.19 0.74 -0.52
H 6.129601 -1.002348 -0.159953 -0.12 0.18 0.14
H 5.901141 0.858432 -2.613053 -0.46 0.47 0.33
F -0.820639 1.489172 -5.457693 0.34 -0.17 -0.14
C -1.150319 1.538432 -4.130773 -1.76 -1.85 -0.37
C 5.537031 1.122882 1.618477 -0.26 -1.21 -0.06
C 0.942101 -2.396538 -0.776843 -1.22 -0.80 -0.06
C -1.058659 0.035552 -3.489703 -0.82 0.16 3.16
H 3.793101 1.257082 -2.026473 0.27 0.04 0.53
O -1.794169 -2.323338 1.028207 1.04 -2.27 0.51
H -1.911289 -0.765908 4.395467 -0.03 0.11 -0.44
H -1.639739 -0.570628 -4.184683 -0.78 0.04 -0.29
H -0.169689 3.865442 1.542477 -0.55 0.29 0.62
H 3.320411 -0.375528 -2.296963 -0.27 -0.30 0.39
C -5.270039 0.889142 2.968137 -1.98 -1.67 0.30
C -0.086799 3.072052 0.799677 -0.16 -1.43 2.81
C -1.306899 -4.747418 1.729587 -2.35 0.08 0.14
C -2.241349 4.063872 0.115497 -1.49 -0.42 0.24
H 3.467031 1.399412 0.955737 -0.05 -0.04 0.24
H -1.985379 2.312442 3.742287 1.03 -0.08 -0.64
O -2.836889 0.716462 2.645197 -0.09 0.72 0.63
H 0.608191 -0.485658 -5.539823 -0.10 -0.03 -0.44
H -3.217009 3.085402 -1.567933 -0.12 -0.25 0.45
O 1.104651 -1.115208 -0.118033 1.32 -0.87 -0.74
H -3.947659 4.631562 -1.263123 0.28 0.33 0.46
H 1.818921 -1.895548 1.623397 0.72 -0.94 -0.19
F -5.416349 1.693682 4.090097 0.08 0.49 -1.48
F 0.471211 4.380602 -1.197543 -0.08 0.24 0.85
C -4.702679 -3.342778 1.229717 0.29 -0.46 0.41
H 1.779641 -2.922168 -1.235453 1.15 0.65 0.47
C 6.442741 0.457922 -1.756103 -0.71 0.54 -0.45
O -3.956909 0.683712 0.793147 -1.22 0.42 1.81
C -3.004459 4.088962 -1.199443 1.24 -0.80 -0.97
F -0.727629 -4.337668 2.802417 2.38 1.34 2.01
H 3.869901 -2.218598 -0.048563 -0.31 0.32 -0.72
C -2.323249 1.280102 3.832987 -1.32 -0.80 -0.04
O 0.240231 -0.521678 -3.563043 2.51 -0.19 0.30
H -0.531629 0.114662 3.598747 0.00 -0.10 0.14
O 0.204521 1.848812 1.439907 0.64 2.11 -2.07
H 2.365201 -2.217428 -3.858963 0.30 -0.53 -0.27
H -2.271279 4.438722 -1.926233 -0.32 0.43 -0.41
C -5.948019 -3.381588 2.141947 1.58 1.03 0.67
H 2.745571 -0.641518 -4.458723 0.39 0.04 -0.54
H 0.457131 -3.108368 -0.108863 0.11 0.18 0.39
H 4.597861 2.000942 -0.165133 0.31 -0.27 -0.11
C 0.984171 3.766522 -0.090823 -0.43 -0.14 -0.95
H -6.019749 -4.319978 2.691827 -0.29 -0.12 -0.31
F 1.741411 4.674632 0.575817 -0.69 0.40 0.34
H 2.331721 0.679872 -1.229143 0.10 -0.30 0.17
H 7.255931 0.026392 -2.339713 0.13 -0.94 0.69
H 5.350551 0.387232 2.400867 -0.60 -0.13 0.00
H -2.611179 -3.976268 0.206347 0.44 -0.65 -0.67
F -2.465759 1.936022 -4.141263 0.53 -0.41 0.23
N 4.176471 -0.078278 -0.344813 2.21 1.01 -1.22
C -2.223119 -3.635618 1.166287 -2.34 3.43 -1.61
C 5.566911 -0.532228 -0.966463 -0.31 -0.60 0.05
C 0.728491 -1.180728 -4.708853 -0.94 1.09 -1.28
H -3.137859 1.448512 4.537357 -0.17 -0.61 0.43
C -4.043399 1.184062 2.086517 1.25 -0.41 -3.66
C 3.340951 0.398582 -1.529863 -0.34 -0.29 -0.11
H 5.268901 -1.338288 -1.636943 0.01 0.00 -0.01
H 6.516501 0.787192 1.277827 0.11 0.57 -0.43
H -5.786899 -2.595438 2.879597 -0.12 -0.05 0.26
F -6.420869 0.963262 2.186727 1.28 0.66 1.17
O -1.323929 2.911512 0.145237 -0.91 1.90 -0.69
H -2.991229 4.030322 0.905857 0.07 -1.06 0.48
H 6.902511 1.270372 -1.193383 -0.34 -0.03 0.19
Sr -1.444429 0.185092 0.395847 -1.20 -0.81 -0.47
H -4.073009 2.270062 1.998007 0.20 0.82 0.58
O -1.430169 -0.062338 -2.156823 0.45 1.05 -2.60
H 0.270871 -2.376188 -1.635413 -0.31 1.15 0.27
H 0.156951 -2.066828 -4.984993 -0.41 -0.26 0.31
H -4.920669 -4.102418 0.479027 0.60 -0.21 -0.46
C 2.199921 -1.552038 -4.706333 -0.95 0.62 1.44
F -5.354659 -0.327928 3.548787 0.60 -0.26 -0.60
H -1.107839 0.503652 5.272047 0.84 -0.31 0.21
O -3.469669 -3.646798 1.958227 -0.65 -0.50 0.31
F -0.484679 2.532602 -3.623973 1.09 0.58 0.97
F -1.988019 -5.816558 2.155617 -1.38 -1.07 -0.11
H 4.177241 -1.323928 1.351557 0.13 0.28 0.09
F -0.430079 -5.295578 0.890807 1.14 0.63 -1.05
H -1.882409 5.071002 0.327477 1.41 -0.21 -0.35
C -1.388489 0.182152 4.269067 0.24 1.18 1.43
F 1.880381 2.943942 -0.566223 1.47 -1.90 -0.89
H -6.843979 -3.063268 1.609007 0.00 -0.50 -0.21
H 5.612271 2.055812 2.177127 -0.05 0.19 -0.52
C 2.123541 -1.154898 0.883967 -0.88 0.46 -0.28
C 3.609471 -1.270838 0.422627 -0.70 0.23 1.00
H -4.643259 -2.364638 0.752427 0.23 0.09 0.01
C 4.442591 1.172342 0.525817 -0.62 0.01 0.56
```
Forces are in eV/Å.

## Properties
HOMO level: -4.534 eV
Total charge: -1
Molecular weight: 806.2 g/mol
Orbital gap: 5.755 eV
E_tot: -2901.88344 Ha
F_max: 4.45 eV/Å